A structure of composition C3H8B3NO4Tl, computed with wB97M-V/def2-TZVPD.

Last column: Mulliken charge in e.
Element x y z (Å)
C (-0.80638, -0.08022, -2.29725)  -0.941
C (-0.22530, -1.18488, -1.36500)  0.760
C (-0.97162, -2.61428, -1.26134)  -0.877
N (0.75841, -1.10364, -0.67311)  0.156
B (1.02945, -0.26380, 0.70995)  0.274
O (0.36452, -0.44079, 1.84849)  -0.303
B (0.02055, 0.85736, 2.37257)  0.458
O (1.04713, 1.74973, 2.38249)  -0.150
B (1.51272, 1.91780, 1.06263)  0.558
O (1.38483, 3.03418, 0.39052)  -0.335
O (1.97875, 0.63556, 0.49601)  -0.193
H (-1.04139, -0.56430, -3.24779)  0.427
H (-0.08566, 0.72566, -2.40549)  0.372
H (-1.71722, 0.27856, -1.80156)  0.381
H (-1.41660, -2.77108, -2.24908)  0.401
H (-1.72811, -2.50690, -0.47681)  0.365
H (-0.26941, -3.39812, -0.98377)  0.404
H (-1.10966, 1.12131, 2.60621)  -0.042
H (1.94275, 3.15468, -0.39420)  0.368
Tl (-0.66777, 1.45316, 5.28653)  0.917

Values from the calculation:
net charge: +3
2S+1: 1


A cluster of 2 separate species, C3H8BBrO2 in total, computed with wB97M-V/def2-TZVPD.

Last column: Mulliken charge in e.
Element x y z (Å)
C (-2.33245, 1.36043, -0.26136)  -1.090
C (-1.79716, 0.12529, 0.32631)  -0.237
C (-0.37157, -0.31664, -0.11400)  -0.620
Br (0.96201, 0.97440, 0.31479)  -0.218
H (-3.44239, 1.58833, -0.07008)  0.296
H (-1.80844, 2.19619, 0.20665)  0.303
H (-2.21582, 1.43397, -1.32091)  0.320
H (-2.36127, -0.84387, -0.14904)  0.228
H (-1.83591, 0.07271, 1.41257)  0.253
H (-0.09202, -0.63305, -1.09018)  0.432
H (-0.15606, -1.22381, 0.46725)  0.326
O (2.81769, -2.24137, -0.76862)  -0.492
B (3.62988, -1.50504, -0.28426)  0.634
O (4.52105, -0.71062, 0.24206)  -0.470
H (4.48244, -0.27693, 1.08882)  0.335

Values from the calculation:
energy above the lowest of the compared OMol25 structures with the same formula, charge and spin: 0.7067 eV
net charge: 0
2S+1: 1


| no. | DFT total energy (eV) | HOMO (eV) | frontier orbital gap (eV) |
| --- | --- | --- | --- |
| 1 | -19616.0545 | -22.75 | 5.9638 |
| 2 | -78056.2330 | -10.09 | 10.2611 |